# C30H79AlBN5O10

C30H79AlBN5O10 as an isolated structure at a distorted geometry (the ωB97M-V functional and the def2-TZVPD basis, the OMol25 dataset).

Values from the calculation:
- energy above the lowest of the compared OMol25 structures with the same formula, charge and spin (kJ/mol) = 232.12
- frontier orbital gap (eV) = 1.5
- net charge = +2
- calculated total energy (eV) = -67559.64937

Element x y z (Å)
Al 1.492 -0.636 1.616
O 3.273 1.541 0.689
O -1.082 3.570 -3.688
O 2.099 -3.600 0.897
O -3.602 4.130 1.246
O -2.042 -4.609 1.225
O -3.243 2.041 -7.620
O -0.544 -4.593 -2.469
O 6.299 -3.103 0.039
O -0.921 -0.513 3.504
O -1.430 3.075 6.152
N -0.441 -2.581 -0.330
N 4.511 -1.110 1.024
N -1.863 4.412 -6.304
N -0.024 -3.180 2.790
N -2.766 5.731 3.866
C 6.310 -2.766 1.425
C -0.077 4.116 -4.574
C -0.244 2.949 6.995
C -4.244 1.330 -8.356
C -1.734 0.676 3.630
C 4.700 1.291 0.578
C -2.719 4.593 4.778
C 2.658 -4.029 -0.319
C -2.799 -5.806 1.367
C -1.299 4.249 5.350
C -2.295 4.266 1.737
C -2.650 -3.704 0.320
C 2.872 2.653 -0.139
C -1.418 3.552 -7.404
C -1.232 -5.626 -3.179
C -1.551 -1.714 4.092
C -1.117 -3.251 -2.707
C 4.973 -2.300 1.893
C -0.688 5.020 -5.603
C 5.151 0.111 1.449
C 7.551 -3.534 -0.500
C -3.722 3.069 0.284
C 0.918 -4.305 2.851
C -1.760 -2.399 0.209
C -0.604 2.798 -2.604
C -2.582 3.079 -8.247
C 1.481 -4.677 1.528
C -0.225 -2.334 -1.800
C -0.557 -2.878 4.152
C -2.115 5.585 2.539
B -0.642 0.991 0.354
H -1.515 4.406 0.989
H 5.268 2.132 0.974
H 0.315 -5.067 3.344
H -2.127 3.662 -5.681
H -2.811 -4.067 -0.695
H 6.239 0.036 1.426
H -0.743 2.752 -7.101
H 0.840 -2.321 -2.029
H -2.023 3.312 2.188
H 6.614 -3.609 2.045
H 4.904 0.411 2.467
H 1.950 -4.557 -0.957
H -0.876 -6.597 -2.835
H 0.137 5.373 -6.222
H -3.598 -3.419 0.776
H -1.022 -3.717 4.670
H 3.579 -4.600 -0.208
H -4.842 2.059 -8.903
H -3.377 4.742 5.634
H -2.514 6.431 1.980
H -2.231 2.767 -9.231
H 7.457 -4.591 -0.747
H -2.539 0.635 2.896
H -0.899 5.149 5.817
H -0.792 -3.568 2.262
H 1.790 2.724 -0.029
H 3.315 3.547 0.300
H -1.426 2.231 -2.165
H -0.138 2.037 7.583
H -0.595 -1.357 -2.113
H -1.990 -1.513 5.069
H 3.171 2.487 -1.174
H 4.303 -3.146 1.741
H -3.713 6.055 3.727
H 2.873 -3.051 -0.750
H 2.201 -5.456 1.784
H -0.192 3.763 7.718
H 5.010 -1.910 2.910
H -1.301 1.776 0.019
H 0.669 2.902 6.402
H 0.427 3.231 -4.963
H -3.872 -5.633 1.454
H 0.801 4.597 -4.142
H -1.199 0.164 0.768
H -0.910 -5.631 -4.220
H -2.305 -5.519 -3.016
H -1.764 -2.020 1.231
H 4.905 -1.377 0.134
H 7.661 -3.052 -1.472
H -2.337 -2.067 3.425
H 7.073 -2.019 1.644
H -3.798 0.595 -9.026
H 0.108 2.010 -2.850
H 1.642 -4.075 3.633
H -1.071 5.791 2.776
H -3.006 3.270 -0.513
H -1.182 1.585 3.392
H -2.379 -6.365 2.203
H -0.216 3.461 -1.831
H 4.875 1.152 -0.489
H -4.944 0.765 -7.741
H -3.296 3.900 -8.309
H -3.426 2.141 0.773
H -2.310 -1.645 -0.354
H -2.511 -6.375 0.483
H 0.006 0.594 -0.412
H -2.211 0.787 4.603
H -0.744 4.188 -7.978
H 0.273 -2.563 4.784
H 0.001 1.379 1.129
H -0.613 4.024 4.534
H -0.266 -3.564 -0.179
H -1.015 5.792 -4.907
H -3.089 3.730 4.224
H 8.453 -3.245 0.040
H -2.178 -3.142 -2.481
H 0.681 -5.171 0.978
H -4.686 2.875 -0.184
H -1.002 -2.987 -3.758

# C42H41NO3P2SZn

C42H41NO3P2SZn as an isolated structure at a distorted geometry (the ωB97M-V functional and the def2-TZVPD basis, the OMol25 dataset).

Values from the calculation:
- energy above the lowest of the compared OMol25 structures with the same formula, charge and spin (kJ/mol) = 505.22
- frontier orbital gap (alpha / beta) (eV) = 4.9 / 5.4
- net charge = 0
- calculated total energy (eV) = -129670.69379

Element x y z (Å)
Zn 1.475 -2.136 0.599
S -3.623 -0.225 0.856
P 1.283 -0.964 -2.278
P 2.618 -0.216 1.947
O -0.028 0.515 1.651
O -4.202 -0.222 -0.465
O -4.322 -0.929 1.907
N -2.004 -0.347 0.884
C 2.067 -1.561 3.043
C 0.662 -5.455 -2.876
C 4.313 -3.335 2.258
C -0.381 -4.703 -2.307
C -0.224 -3.321 -2.143
C 2.010 2.163 3.070
C 1.735 -0.706 -4.973
C 2.404 -1.551 4.430
C 0.743 -3.617 3.403
C -1.917 3.202 1.851
C 2.082 0.046 -6.096
C 1.357 -2.729 2.488
C -4.607 2.281 1.616
C 3.064 -0.199 0.145
C 2.449 2.017 -4.691
C -0.247 -0.194 -1.635
C 5.033 -2.551 -0.689
C -2.170 1.872 1.534
C 3.576 3.711 4.020
C 2.440 1.401 -5.958
C 2.652 -0.711 -1.120
C 6.131 -1.761 1.497
C 1.869 -2.524 5.281
C -4.350 3.607 2.039
C 1.877 -4.848 -3.229
C 5.069 -4.504 1.691
C 4.666 2.890 3.665
C 0.970 -2.714 -2.581
C -3.492 1.477 1.374
C 4.222 -3.608 -0.556
C 1.063 -3.559 4.762
C 3.083 1.320 2.697
C 4.719 -4.815 0.205
C 1.748 -0.080 -3.728
C 2.112 1.264 -3.569
C -1.271 0.671 1.385
C 6.328 -2.402 0.089
C 4.420 1.682 3.018
C -3.012 4.043 2.130
C 2.012 -3.468 -3.131
C 2.239 3.349 3.756
C 4.813 -2.084 2.160
H 3.069 -0.795 4.869
H 6.946 -2.126 2.146
H 3.788 4.658 4.511
H 2.114 1.710 -2.578
H 5.230 0.988 2.772
H 4.488 -1.250 2.793
H -0.986 -0.238 -2.473
H 5.708 3.183 3.875
H 1.004 1.852 2.819
H 2.710 2.009 -6.839
H 6.805 -3.395 0.211
H 1.687 -3.491 1.553
H 3.989 -5.634 0.186
H 3.520 -0.847 -1.796
H 2.037 -2.466 6.365
H 3.511 -3.602 2.948
H 0.526 -6.531 -3.040
H 5.658 -5.188 -0.251
H -0.040 0.853 -1.296
H 6.269 -0.667 1.412
H -5.633 1.904 1.506
H -0.885 3.537 1.827
H -2.805 5.071 2.423
H -0.992 -2.713 -1.656
H 2.954 -3.022 -3.431
H -5.173 4.308 2.280
H 2.723 -5.431 -3.581
H -0.648 -0.752 -0.753
H 1.429 -1.742 -5.072
H 6.164 -4.317 1.762
H -1.317 -5.185 -1.995
H 3.259 -3.731 -1.085
H 2.054 -0.405 -7.091
H 0.241 -4.472 2.951
H 5.021 -1.850 -1.533
H 4.099 0.191 0.081
H 0.710 -4.363 5.412
H 7.005 -1.746 -0.481
H 2.707 3.080 -4.597
H 4.818 -5.403 2.277
H 1.397 3.984 4.064

# C12H11N4O3S2W

C12H11N4O3S2W as an isolated structure at a distorted geometry (the ωB97M-V functional and the def2-TZVPD basis, the OMol25 dataset).

Values from the calculation:
- energy above the lowest of the compared OMol25 structures with the same formula, charge and spin (kJ/mol) = 0.00
- frontier orbital gap (eV) = 6.9
- net charge = +3
- calculated total energy (eV) = -48194.18107

Element x y z (Å)
W -1.282 -0.166 0.482
S -4.683 2.785 0.954
S 0.751 0.749 0.638
O -0.320 -1.907 4.119
O -1.574 -1.946 -0.422
O -1.167 -0.752 2.107
N 0.081 0.935 -3.504
N -2.579 1.061 0.452
N -0.811 -0.364 -1.730
N -0.508 -1.340 -3.725
C 0.884 0.128 3.466
C 2.668 2.230 3.811
C 2.096 1.997 2.555
C -0.174 -1.590 -5.137
C -3.537 1.845 0.681
C -0.016 -0.988 3.531
C -1.020 -2.400 -2.860
C -1.174 -1.628 -1.606
C 2.372 1.412 4.881
C -0.378 -0.207 -3.058
C 1.485 0.360 4.715
C 1.205 0.960 2.368
H 2.816 1.585 5.852
H 0.415 1.048 -4.452
H -0.991 -2.148 -5.589
H 0.756 -2.151 -5.200
H 3.354 3.058 3.931
H -0.077 -0.645 -5.664
H -0.310 -3.226 -2.743
H -1.977 -2.798 -3.216
H 1.239 -0.281 5.552
H 2.369 2.632 1.723
H 0.084 1.753 -2.913

# C48H137N19O15

A 15-piece molecular cluster, C48H137N19O15 overall at a distorted geometry (the ωB97M-V functional and the def2-TZVPD basis, the OMol25 dataset).

Values from the calculation:
- energy above the lowest of the compared OMol25 structures with the same formula, charge and spin (kJ/mol) = 73.73
- frontier orbital gap (eV) = 9.0
- net charge = 0
- calculated total energy (eV) = -111018.30868

Element x y z (Å)
O -3.987 -2.303 2.546
O -1.776 6.138 1.605
O 0.813 -0.945 -0.588
O -5.285 1.044 -6.984
O 5.830 0.013 -3.061
O 2.306 1.017 -6.125
O 1.204 3.942 3.364
O -0.383 -1.777 8.361
O -3.773 2.123 3.168
O 0.760 -3.819 -4.089
O 2.721 -3.685 1.573
O -3.847 -4.899 -2.035
O 1.390 5.186 -6.294
O 1.293 -2.459 5.412
O 3.250 1.870 -1.164
N 3.565 1.739 -3.372
N -3.932 2.780 -5.401
N 2.606 2.414 2.454
N -0.856 1.941 8.383
N 2.557 3.635 -2.346
N -2.260 -2.712 -0.954
N 1.515 5.288 -0.057
N 1.549 1.975 4.447
N 1.852 -4.478 -0.465
N 2.073 -0.732 2.795
N -1.462 4.156 5.245
N 5.038 -0.320 -0.924
N -3.021 -4.565 4.347
N -0.294 7.077 -5.189
N 4.560 -0.732 -8.442
N 6.821 -1.583 -1.804
N 3.063 -2.701 -2.478
N 1.342 -5.603 1.453
N 4.266 -2.161 4.660
C -0.475 3.926 0.356
C 2.055 -4.519 0.890
C -1.388 5.294 -3.875
C 1.705 2.828 3.402
C 4.557 -4.503 5.376
C -3.730 1.431 -5.158
C 2.360 -3.286 5.968
C -2.137 7.222 2.387
C -4.665 -4.899 -3.179
C 3.122 -3.103 -3.913
C 1.782 -0.655 0.362
C -0.129 5.792 -4.542
C -3.601 -3.128 6.293
C 2.113 -4.251 -4.101
C -4.838 0.613 -5.741
C 0.947 0.851 -5.745
C 1.968 4.299 -7.248
C -0.034 0.130 1.801
C -3.880 -3.503 4.815
C 0.704 -0.081 -1.696
C 4.838 1.341 -7.000
C 4.484 -3.654 -4.235
C -3.279 2.721 6.142
C -0.440 -0.468 8.927
C 2.707 0.136 -7.175
C -2.489 -4.723 -2.243
C 4.189 0.025 -7.253
C -2.294 2.981 4.991
C 0.349 -3.192 4.685
C -1.875 -4.122 -0.990
C -6.488 0.435 -7.354
C -3.944 2.396 1.787
C 0.340 4.676 -5.465
C 1.146 -0.835 1.692
C -1.018 -2.701 9.297
C 0.083 0.552 6.707
C -3.598 1.129 -3.648
C 5.898 -0.564 -1.992
C -5.294 -2.760 2.361
C 0.168 -3.565 -5.407
C 0.090 5.273 0.093
C -2.237 -5.023 0.181
C 3.501 -3.429 4.949
C -3.574 -2.276 3.955
C -0.862 0.508 7.915
C -2.948 3.185 3.626
C -0.396 6.183 1.223
C 3.135 2.388 -2.288
H -2.100 -2.586 9.306
H -1.200 4.362 -3.314
H 1.255 -5.493 2.456
H 0.880 2.334 5.081
H -2.244 5.068 -4.613
H 4.971 -0.905 -0.168
H -1.972 8.212 1.888
H 2.479 4.895 -8.032
H -0.408 0.224 2.814
H 3.054 -3.768 3.996
H -3.699 1.994 -3.017
H 2.388 -3.845 -1.086
H -1.706 -4.624 1.053
H -0.050 3.551 1.292
H -4.930 -5.940 -3.381
H -3.326 -5.471 4.678
H 1.630 0.939 4.297
H -0.399 -2.550 4.198
H 2.058 -4.267 6.277
H -4.158 3.536 1.727
H 2.317 0.416 -8.179
H -1.610 6.092 -3.111
H -1.713 2.038 4.822
H 2.670 4.309 -3.066
H -2.580 0.683 -3.404
H 4.453 -4.049 -5.226
H -1.106 7.160 -5.813
H -4.051 3.495 6.183
H 4.960 -1.990 5.397
H 0.533 7.295 -5.762
H -0.485 5.653 -0.768
H -2.005 -5.731 -2.496
H -0.881 -0.250 1.268
H 0.677 3.838 -4.783
H 7.405 -1.909 -2.605
H -1.111 -0.458 9.815
H 2.684 -2.692 6.832
H -6.117 -2.353 3.007
H -1.568 7.206 3.378
H -0.165 2.015 9.144
H -5.634 -2.440 1.368
H -2.227 3.552 2.843
H -4.338 3.034 -6.304
H 2.942 -2.225 -4.571
H 2.708 2.959 1.623
H -3.014 2.123 1.320
H 2.898 1.458 2.449
H -0.890 -3.721 8.978
H 4.771 -4.427 -3.558
H 1.177 3.673 -7.787
H 1.899 5.206 0.882
H -2.753 1.150 -5.601
H -0.422 0.824 5.753
H -2.486 -2.306 4.038
H -0.218 7.231 0.908
H -0.338 -0.215 -2.022
H -1.540 4.050 0.522
H -3.200 7.140 2.728
H 4.531 -0.548 -6.388
H 0.945 1.201 6.912
H -2.032 -6.063 0.086
H 5.447 -1.148 -8.257
H -3.304 -4.963 0.495
H -4.350 -2.434 6.643
H 3.750 -1.995 -2.298
H 0.147 1.068 -6.481
H 0.360 -0.515 6.478
H 3.257 2.006 -4.274
H -0.506 4.290 -6.092
H 4.724 -0.006 -9.175
H -3.588 4.080 3.816
H 1.365 -0.266 -2.529
H 1.632 -1.054 3.649
H -4.964 -3.766 4.687
H 5.842 1.334 -7.288
H -0.781 -4.132 -1.177
H 7.042 -1.769 -0.830
H 2.685 3.631 -6.693
H -1.090 4.032 6.229
H 4.130 -5.398 5.899
H 4.994 1.618 -5.927
H 2.438 4.017 -1.442
H -6.344 -0.677 -7.320
H 2.346 -4.690 -5.055
H -6.705 0.797 -8.358
H -0.676 4.290 4.612
H 4.472 0.549 -0.928
H -4.079 -4.563 -4.040
H 2.078 -5.029 -3.304
H 2.820 -1.362 2.609
H -1.858 0.163 7.534
H 5.279 -2.952 -4.133
H -4.069 -1.396 4.363
H 0.710 -2.921 -6.108
H -5.599 0.762 -4.937
H 2.374 -0.877 -6.955
H -2.197 -4.070 -3.073
H 4.308 2.158 -7.460
H 0.695 5.931 -3.780
H 1.864 6.183 -0.419
H 4.066 0.839 -3.257
H -4.584 -0.500 -5.844
H -1.723 2.177 8.930
H -3.067 -4.513 3.344
H 0.718 -1.858 1.728
H 0.773 -3.944 4.086
H -3.003 -2.654 -0.235
H 3.627 -1.387 4.559
H -4.244 0.363 -3.362
H -3.577 -4.025 6.941
H 0.303 1.103 1.389
H 0.149 5.886 2.084
H 5.028 -4.946 4.477
H -5.345 -3.835 2.331
H 0.720 -0.184 -5.498
H 5.305 -4.085 6.060
H -3.819 1.740 6.120
H 1.278 -5.180 -0.852
H 0.579 -0.219 9.255
H 0.450 -5.783 0.969
H -2.554 -2.792 6.338
H 0.825 1.023 -1.310
H 2.657 -1.330 0.309
H 0.810 1.410 -4.869
H -0.130 -4.498 -5.973
H 2.199 -2.185 -2.405
H 2.258 0.325 0.236
H -4.779 1.764 1.426
H -7.374 0.684 -6.750
H -1.465 -2.168 -0.698
H -0.737 -3.031 -5.102
H -0.347 3.318 -0.511
H -0.599 -2.569 10.324
H -0.210 -3.727 5.453
H -2.663 2.737 7.051
H -5.555 -4.203 -2.952
H -4.349 3.291 -4.712

# C8H18OSSi

A 2-piece molecular cluster, C8H18OSSi overall at a distorted geometry (the ωB97M-V functional and the def2-TZVPD basis, the OMol25 dataset).

Values from the calculation:
- energy above the lowest of the compared OMol25 structures with the same formula, charge and spin (kJ/mol) = 374.62
- frontier orbital gap (alpha / beta) (eV) = 6.3 / 6.3
- net charge = 0
- calculated total energy (eV) = -29343.20758

Element x y z (Å)
S 0.805 0.243 -3.822
Si -0.197 -0.104 0.056
O -0.406 1.374 -3.933
C -1.031 -2.596 -1.261
C -1.104 1.461 0.873
C -1.347 1.109 2.326
C 2.011 -0.446 1.796
C -1.534 -1.244 -0.852
C 1.085 0.921 -0.937
C 1.884 1.923 -0.848
C 0.774 -1.238 1.246
H 2.844 -1.132 2.155
H 1.062 -2.126 0.699
H -0.181 2.268 -4.264
H -1.807 1.967 2.884
H -0.460 2.368 0.772
H -0.533 -2.699 -2.182
H -1.951 -0.706 -1.643
H 1.798 0.209 2.575
H 2.194 2.459 0.014
H -1.991 0.259 2.273
H -0.031 -1.570 1.868
H 2.547 0.156 1.033
H -0.385 0.829 2.697
H -1.799 -3.349 -1.381
H -2.300 -1.093 -0.101
H 2.386 2.328 -1.706
H -1.980 1.613 0.323
H -0.351 -3.186 -0.659

Repeat the second record exactly.
# C42H41NO3P2SZn

C42H41NO3P2SZn as an isolated structure at a distorted geometry (the ωB97M-V functional and the def2-TZVPD basis, the OMol25 dataset).

Values from the calculation:
- energy above the lowest of the compared OMol25 structures with the same formula, charge and spin (kJ/mol) = 505.22
- frontier orbital gap (alpha / beta) (eV) = 4.9 / 5.4
- net charge = 0
- calculated total energy (eV) = -129670.69379

Element x y z (Å)
Zn 1.475 -2.136 0.599
S -3.623 -0.225 0.856
P 1.283 -0.964 -2.278
P 2.618 -0.216 1.947
O -0.028 0.515 1.651
O -4.202 -0.222 -0.465
O -4.322 -0.929 1.907
N -2.004 -0.347 0.884
C 2.067 -1.561 3.043
C 0.662 -5.455 -2.876
C 4.313 -3.335 2.258
C -0.381 -4.703 -2.307
C -0.224 -3.321 -2.143
C 2.010 2.163 3.070
C 1.735 -0.706 -4.973
C 2.404 -1.551 4.430
C 0.743 -3.617 3.403
C -1.917 3.202 1.851
C 2.082 0.046 -6.096
C 1.357 -2.729 2.488
C -4.607 2.281 1.616
C 3.064 -0.199 0.145
C 2.449 2.017 -4.691
C -0.247 -0.194 -1.635
C 5.033 -2.551 -0.689
C -2.170 1.872 1.534
C 3.576 3.711 4.020
C 2.440 1.401 -5.958
C 2.652 -0.711 -1.120
C 6.131 -1.761 1.497
C 1.869 -2.524 5.281
C -4.350 3.607 2.039
C 1.877 -4.848 -3.229
C 5.069 -4.504 1.691
C 4.666 2.890 3.665
C 0.970 -2.714 -2.581
C -3.492 1.477 1.374
C 4.222 -3.608 -0.556
C 1.063 -3.559 4.762
C 3.083 1.320 2.697
C 4.719 -4.815 0.205
C 1.748 -0.080 -3.728
C 2.112 1.264 -3.569
C -1.271 0.671 1.385
C 6.328 -2.402 0.089
C 4.420 1.682 3.018
C -3.012 4.043 2.130
C 2.012 -3.468 -3.131
C 2.239 3.349 3.756
C 4.813 -2.084 2.160
H 3.069 -0.795 4.869
H 6.946 -2.126 2.146
H 3.788 4.658 4.511
H 2.114 1.710 -2.578
H 5.230 0.988 2.772
H 4.488 -1.250 2.793
H -0.986 -0.238 -2.473
H 5.708 3.183 3.875
H 1.004 1.852 2.819
H 2.710 2.009 -6.839
H 6.805 -3.395 0.211
H 1.687 -3.491 1.553
H 3.989 -5.634 0.186
H 3.520 -0.847 -1.796
H 2.037 -2.466 6.365
H 3.511 -3.602 2.948
H 0.526 -6.531 -3.040
H 5.658 -5.188 -0.251
H -0.040 0.853 -1.296
H 6.269 -0.667 1.412
H -5.633 1.904 1.506
H -0.885 3.537 1.827
H -2.805 5.071 2.423
H -0.992 -2.713 -1.656
H 2.954 -3.022 -3.431
H -5.173 4.308 2.280
H 2.723 -5.431 -3.581
H -0.648 -0.752 -0.753
H 1.429 -1.742 -5.072
H 6.164 -4.317 1.762
H -1.317 -5.185 -1.995
H 3.259 -3.731 -1.085
H 2.054 -0.405 -7.091
H 0.241 -4.472 2.951
H 5.021 -1.850 -1.533
H 4.099 0.191 0.081
H 0.710 -4.363 5.412
H 7.005 -1.746 -0.481
H 2.707 3.080 -4.597
H 4.818 -5.403 2.277
H 1.397 3.984 4.064

Q: Which of these has the highest calculated total energy?
A: C8H18OSSi

Q: Among the records above, which one has the highest calculated total energy?
A: C8H18OSSi

Q: Look up the calculated total energy of the fifth one.
A: -29343.20758 eV